{"formula": "CH7OS", "method": "the ωB97M-V functional and the def2-TZVPD basis", "e_tot_ev": -14029.5122, "relative_energy_kj_mol": 0.0, "s_squared": 0.75, "lumo_ev": [0.5, 0.4], "charge": 0, "e_homo_ev": [-4.32, -10.64], "max_force_ev_per_a": 2.56, "spin_multiplicity": 2, "gap_ev": [4.8, 11.0], "species": ["O", "H", "H", "H", "C", "S", "H", "H", "H", "H"], "coordinates": [[-2.0729, -0.7855, -0.4893], [-0.2693, 1.5507, 0.7286], [-2.7097, -1.1685, 0.0890], [-2.5347, -0.0445, -0.8926], [1.7204, 0.2028, -0.0258], [0.3388, 0.1537, 1.0735], [1.4371, 0.0423, -1.0631], [2.4646, -0.5629, 0.1922], [2.2613, 1.1494, 0.0633], [-0.6357, -0.5374, 0.3242]]}